# 1
{"formula": "C5H12O", "method": "wB97M-V/def2-TZVPD", "symbols": ["C", "C", "C", "C", "C", "H", "H", "H", "H", "H", "H", "H", "H", "H", "H", "O", "H", "H"], "coordinates": [[0.311, 1.676, 0.677], [0.263, 0.341, 0.540], [-0.119, -0.265, -0.762], [0.582, -0.622, 1.621], [-0.613, -0.970, 2.532], [0.221, 2.316, -0.208], [0.649, 2.142, 1.610], [0.875, -0.427, -1.213], [-0.688, 0.426, -1.407], [-0.651, -1.230, -0.725], [1.451, -0.193, 2.157], [0.932, -1.521, 1.078], [-0.299, -1.669, 3.326], [-1.468, -1.411, 1.993], [-0.942, -0.028, 3.003], [-0.431, 0.780, -4.766], [0.120, 0.400, -5.487], [-0.193, 0.254, -3.969]], "e_homo_ha": -0.3359, "total_energy_ev": -7426.2665}



# 2
{"formula": "C5H15N2", "method": "wB97M-V/def2-TZVPD", "symbols": ["C", "C", "C", "C", "C", "N", "N", "H", "H", "H", "H", "H", "H", "H", "H", "H", "H", "H", "H", "H", "H", "H"], "coordinates": [[0.070, -1.706, 2.384], [0.481, -0.951, 1.123], [0.460, 0.556, 1.386], [0.899, 1.427, 0.195], [-0.219, 1.655, -0.915], [-1.241, 0.782, -0.940], [-0.397, -1.415, -2.795], [-0.953, -1.570, 2.690], [0.668, -1.357, 3.221], [0.256, -2.777, 2.324], [-0.238, -1.143, 0.335], [1.143, 0.725, 2.185], [-0.536, 0.872, 1.690], [1.775, 0.966, -0.247], [1.181, 2.443, 0.460], [-0.590, 2.697, -0.919], [0.392, 1.490, -1.845], [-2.087, 1.268, -1.258], [-1.201, -1.275, -2.210], [-0.039, -0.527, -3.086], [-0.530, -2.073, -3.536], [1.456, -1.314, 0.836]], "e_homo_ha": -0.5039, "total_energy_ev": -8396.9711, "total_charge": 1}



# 3
{"formula": "CH3FOS", "method": "wB97M-V/def2-TZVPD", "symbols": ["C", "O", "F", "S", "H", "H", "H"], "coordinates": [[-2.147, -0.231, -0.218], [-2.181, 0.863, 0.328], [-1.106, -0.997, 0.271], [2.664, -0.030, -0.005], [1.701, -0.766, -0.079], [-1.604, 1.208, 1.144], [2.672, -0.047, -1.440]], "e_homo_ha": -0.3620, "total_energy_ev": -16682.9515}



Sequential LUMO energy output: 0.788, -8.927, 0.351 eV
Sequential frontier orbital gap output: 9.93, 4.79, 10.20 eV